[1]
Entry from the OMol25 dataset: C4H5NO3 in the gas phase in a non-equilibrium geometry (ωB97M-V with the def2-TZVPD basis set).

Each atom is followed by the atoms it is bonded to, with distances in Å.
Element x y z (Å)
1 O -0.307 1.141 -1.885  C2 1.452, H9 1.053
2 C -1.041 0.543 -0.784  O1 1.452, C3 1.584, C4 1.500, H10 1.137
3 C -0.885 1.176 0.660  C2 1.584, C4 1.440, H11 1.112, H12 1.042
4 C -0.005 0.126 0.218  C2 1.500, C3 1.440, O5 1.448, O8 1.388
5 O -0.113 -1.202 0.786  C4 1.448, C6 1.288
6 C 1.068 -1.706 0.692  O5 1.288, N7 1.277, H13 1.191
7 N 1.924 -0.936 0.141  C6 1.277, O8 1.411
8 O 1.317 0.300 -0.168  C4 1.388, N7 1.411
9 H 0.533 0.528 -2.052  O1 1.053
10 H -1.915 -0.172 -0.919  C2 1.137
11 H -1.616 0.707 1.355  C3 1.112
12 H -0.460 2.127 0.651  C3 1.042
13 H 1.499 -2.632 1.304  C6 1.191

- Structure (SMILES): O[C@@H]1C[C@@]12OC=NO2
- Frontier orbital gap: 9.7840 eV
- M: 115.09 g/mol
- Energy relative to the best compared isomer or geometry (same formula, charge and spin): 490.1 kJ/mol
- E: -435.73384 a.u.
- Net charge: 0



[2]
Entry from the OMol25 dataset: C4H4ClNS in the gas phase in a non-equilibrium geometry (ωB97M-V with the def2-TZVPD basis set).

Each atom is followed by the atoms it is bonded to, with distances in Å.
Element x y z (Å)
1 S 0.344 2.576 0.470  C2 1.758, H8 1.340
2 C 0.164 0.878 0.049  S1 1.758, C3 1.365, N7 1.390
3 C -0.252 -0.071 0.938  C2 1.365, C4 1.407, H9 1.078
4 C -0.402 -1.252 0.188  C3 1.407, Cl5 1.712, C6 1.380
5 Cl -0.982 -2.747 0.785  C4 1.712
6 C -0.001 -1.064 -1.120  C4 1.380, N7 1.365, H10 1.040
7 N 0.346 0.255 -1.180  C2 1.390, C6 1.365, H11 1.037
8 H 0.436 2.351 1.787  S1 1.340
9 H -0.458 -0.012 1.994  C3 1.078
10 H 0.072 -1.708 -1.933  C6 1.040
11 H 0.732 0.794 -1.978  N7 1.037

- Structure (SMILES): Sc1cc(Cl)c[nH]1
- Frontier orbital gap: 8.6392 eV
- M: 133.60 g/mol
- Energy relative to the best compared isomer or geometry (same formula, charge and spin): 22.9 kJ/mol
- E: -1067.93776 a.u.
- Net charge: 0